C3H6N2O2 as an isolated structure, computed with the ωB97M-V functional and the def2-TZVPD basis.

The geometry in XYZ format:
```
13
Properties=species:S:1:pos:R:3:forces:R:3:lowdin_charge:R:1
C 1.9362 -0.1665 -0.0210 3.10 0.07 -1.55 -0.08
C 0.9928 0.7640 -0.0183 -0.27 -0.92 0.33 -0.40
C -1.4072 -0.3464 -0.4600 4.10 0.27 0.18 -0.16
N 0.9767 -1.2138 0.0844 0.26 -1.93 0.39 -0.03
N 0.0152 -0.2110 0.2910 -4.19 1.25 -0.19 -0.10
O 0.7830 2.0610 -0.1663 -0.42 0.25 -0.02 0.12
O -2.3276 0.3577 0.3586 0.34 -1.25 -0.87 -0.06
H 2.9737 -0.2863 -0.3809 -0.77 0.23 0.70 0.11
H -1.2721 0.1187 -1.4952 -0.79 -0.18 1.56 0.14
H -1.3321 -1.4678 -0.6361 -1.33 1.15 0.70 0.13
H 1.0678 -1.7202 0.9820 0.04 0.13 -0.55 0.12
H -0.1046 2.1368 0.2047 -0.21 0.82 -0.03 0.12
H -2.3019 -0.0263 1.2570 0.16 0.12 -0.66 0.10
```
Forces are in eV/Å.

Energy above the lowest of the compared OMol25 structures with the same formula, charge and spin (kcal per mole): 122.0
HOMO level (eV): -8.083

A 5-piece molecular cluster, C15H40O5 overall, computed with the ωB97M-V functional and the def2-TZVPD basis.

The geometry in XYZ format:
```
60
Properties=species:S:1:pos:R:3:forces:R:3:lowdin_spin:R:1
C 0.7602 0.9463 -2.2913 -0.28 1.55 -0.34 0.02
C 1.0142 0.1806 -3.5929 -1.98 -0.71 1.99 0.01
C 2.0582 0.7384 -4.4491 1.14 0.43 -0.50 0.01
O 1.3406 -1.1373 -3.1460 0.85 0.13 -1.02 0.01
H 1.5742 0.7468 -1.5945 -0.17 -0.02 0.06 0.00
H -0.2139 0.8536 -1.8109 -0.01 -1.18 0.04 0.00
H 0.6960 2.0260 -2.4266 0.62 0.39 -0.42 0.01
H 0.1131 0.1315 -4.2042 -0.45 -0.10 0.08 0.00
H 2.8099 1.2239 -3.8268 0.45 -0.21 -0.26 0.01
H 1.6643 1.4899 -5.1334 -0.10 0.07 0.08 0.00
H 2.4453 -0.0824 -5.0528 0.41 0.14 0.00 0.00
H 0.5970 -1.4407 -2.6201 -0.35 -0.51 0.09 0.00
C -1.0312 0.5218 1.9006 -0.70 1.04 1.32 0.04
C -1.0150 -0.9813 1.7973 -0.64 0.90 -1.10 0.03
C -2.3994 -1.6199 1.7169 -0.09 0.44 0.17 0.02
O -0.4047 -1.1563 0.5440 -0.03 -1.95 -0.85 0.01
H -0.0681 1.0321 1.8971 0.48 -0.61 0.41 0.01
H -1.5382 0.7787 2.8307 -0.10 0.52 0.15 0.02
H -1.4989 1.0502 1.0698 -0.63 -0.58 -0.13 0.00
H -0.4754 -1.4107 2.6414 0.39 -0.20 -0.12 0.02
H -3.0776 -0.9940 1.1369 0.02 0.11 -0.09 0.00
H -2.8254 -1.7197 2.7152 -0.06 -0.11 0.05 0.01
H -2.3756 -2.5891 1.2189 0.22 -0.05 0.21 0.00
H 0.5089 -0.8835 0.6566 0.82 0.32 -0.17 0.00
C -1.4965 4.5347 1.9836 0.56 -1.01 0.39 0.06
C -2.8066 4.7150 1.2965 -0.99 -0.58 -0.01 0.01
C -3.6195 3.4071 1.1080 0.26 -0.26 -0.20 0.02
O -3.6101 5.6565 2.0187 0.00 0.56 -0.53 0.01
H -0.9003 5.4471 1.9974 -0.17 -0.01 0.25 0.01
H -0.8883 3.7530 1.5286 0.04 0.05 -0.41 0.02
H -1.6827 4.1123 2.9710 0.14 0.38 0.42 0.01
H -2.5687 5.1438 0.3230 -0.58 0.27 -0.07 0.00
H -4.6965 3.5524 1.0243 0.05 0.55 -0.08 0.00
H -3.5093 2.6813 1.9137 0.32 0.18 0.33 0.00
H -3.3301 2.8604 0.2105 0.23 0.07 -0.13 0.01
H -3.7219 5.3615 2.9254 0.16 -0.23 0.05 0.00
C 0.6191 -4.5628 -1.8304 1.02 -0.87 0.25 0.02
C -0.7507 -3.9655 -2.0851 -0.98 -1.06 1.41 0.00
C -1.7997 -4.3844 -1.0425 0.77 -1.11 -0.51 0.01
O -0.6669 -2.6190 -1.9593 -0.01 3.08 -1.54 0.00
H 1.2343 -4.6685 -2.7240 -0.36 -0.49 -0.29 0.00
H 0.5957 -5.4668 -1.2218 -0.22 -0.58 -0.57 0.00
H 1.3207 -3.9872 -1.2267 -0.66 0.93 0.27 0.01
H -1.1949 -4.2850 -3.0278 0.53 0.51 -0.54 0.00
H -1.2947 -4.1744 -0.0997 -0.53 -0.52 0.45 0.00
H -1.9819 -5.4326 -1.2796 -0.01 -0.41 0.92 0.00
H -2.7762 -3.9033 -1.0973 0.34 0.48 -0.24 0.00
H -0.5298 -2.3611 -1.0448 -0.08 0.21 0.76 0.00
C 3.4890 -0.8705 2.5156 1.22 0.47 0.70 0.14
C 2.9551 0.2437 1.6710 0.18 -0.68 0.86 0.06
C 4.0375 1.1375 1.0926 -0.33 0.22 -0.70 0.12
O 2.1185 -0.3801 0.7190 -1.02 0.77 -0.88 0.02
H 3.7921 -1.6900 1.8639 0.06 -0.25 0.40 0.02
H 2.8071 -1.1456 3.3203 -0.24 -0.45 -0.31 0.03
H 4.3507 -0.4342 3.0208 0.36 -0.51 0.24 0.02
H 2.3009 0.7834 2.3558 -0.15 0.50 -0.52 0.03
H 4.8972 1.2764 1.7481 -0.23 0.02 0.20 0.02
H 3.6152 2.1073 0.8292 0.02 0.23 0.07 0.04
H 4.4211 0.7443 0.1511 0.04 -0.27 -0.03 0.01
H 2.6127 -0.8915 0.0741 0.44 -0.04 -0.05 0.01
```
Forces are in eV/Å.

Energy above the lowest of the compared OMol25 structures with the same formula, charge and spin (kcal per mole): 4.0
HOMO level (spin up / spin down) (eV): 0.936 / -7.105
Multiplicity: 2
Charge: -1

C4H8O2 in the gas phase, computed with the ωB97M-V functional and the def2-TZVPD basis.

The geometry in XYZ format:
```
14
Properties=species:S:1:pos:R:3:forces:R:3:lowdin_charge:R:1
O -1.1358 -1.1068 -1.4588 -0.99 2.18 0.06 -0.17
C -1.1539 0.5114 -1.1001 -0.36 -2.34 -0.57 -0.07
C -0.0494 0.8829 -0.1103 0.48 -1.54 0.38 -0.15
C 0.5541 -0.5109 0.3569 -0.64 1.04 -0.90 -0.27
C 1.6330 -0.3142 1.3747 0.01 -0.26 -0.40 -0.14
O 0.3426 -0.7592 1.7532 -0.36 -0.10 0.07 -0.09
H -1.7441 -1.6520 -0.9166 0.19 0.97 -0.22 0.09
H -0.9902 0.8679 -2.1130 -0.19 0.15 0.17 0.10
H -2.1590 0.7107 -0.7329 0.10 -0.02 -0.20 0.11
H 0.7618 1.4759 -0.5665 -0.50 -0.24 -0.01 0.11
H -0.4106 1.4043 0.7919 -0.07 -0.13 -0.50 0.12
H 0.0339 -1.2326 -0.5343 2.75 0.81 2.67 0.14
H 1.8576 0.7221 1.6861 -0.12 -0.44 -0.28 0.11
H 2.4599 -0.9995 1.5697 -0.30 -0.08 -0.27 0.10
```
Forces are in eV/Å.

SMILES string: OCC[C@H]1CO1
Energy above the lowest of the compared OMol25 structures with the same formula, charge and spin (kcal per mole): 100.3
HOMO level (eV): -9.093

A 10-piece molecular cluster, C40H80O20S8 overall, computed with the ωB97M-V functional and the def2-TZVPD basis.

The geometry in XYZ format:
```
148
Properties=species:S:1:pos:R:3:forces:R:3:lowdin_charge:R:1
O 3.3293 -2.0298 2.3477 0.14 1.31 -0.28 -0.33
S 3.5122 -3.3763 1.9003 -0.92 -1.13 1.65 0.65
O 4.7042 -4.0773 2.3515 -0.71 0.17 -0.49 -0.31
C 2.0236 -4.3148 2.4017 0.28 1.13 -1.94 -0.19
C 2.0203 -5.4151 1.3473 -0.68 0.40 0.48 -0.22
C 2.2726 -4.7642 -0.0284 0.09 0.76 1.35 -0.17
C 3.3077 -3.5936 0.1882 0.79 -1.80 -1.65 -0.22
H 1.1077 -3.7048 2.1867 0.94 -0.01 0.78 0.11
H 2.2899 -4.4851 3.4240 -0.59 -0.67 0.70 0.09
H 2.8253 -6.0736 1.5644 0.49 -1.03 0.16 0.10
H 1.0455 -5.9133 1.3342 0.36 -0.25 0.08 0.11
H 1.3429 -4.3547 -0.3905 -0.16 0.19 -0.25 0.08
H 2.6034 -5.5709 -0.6562 0.41 0.11 -0.68 0.11
H 3.0209 -2.6719 -0.3012 0.02 0.13 -0.02 0.09
H 4.3107 -3.9770 -0.1133 -0.62 0.69 -0.17 0.11
O 2.5222 1.4000 -1.0797 1.91 0.78 -0.36 -0.33
S 3.7949 1.8476 -1.6822 0.37 -0.62 1.11 0.70
O 4.7265 2.7292 -0.9908 -1.10 0.02 -0.19 -0.31
C 4.7455 0.4701 -2.2112 1.11 -0.08 -2.17 -0.22
C 4.3472 0.2526 -3.7473 1.46 0.49 1.29 -0.15
C 4.1384 1.6984 -4.3448 0.97 -2.11 0.67 -0.18
C 3.3716 2.4073 -3.2762 -1.02 2.16 -0.78 -0.26
H 4.4061 -0.2966 -1.6117 -0.89 -2.04 1.12 0.05
H 5.8357 0.4961 -2.0129 -0.65 0.84 -0.25 0.12
H 5.2004 -0.2127 -4.2850 -0.79 -0.14 0.41 0.12
H 3.4713 -0.3951 -3.6580 -0.06 0.32 -0.97 0.09
H 3.7453 1.5879 -5.3579 -0.51 0.48 0.35 0.12
H 5.1277 2.1643 -4.4303 -0.11 -0.15 -0.06 0.12
H 2.2939 2.2208 -3.2811 0.14 0.29 -0.43 0.08
H 3.6413 3.4763 -3.2500 -0.66 -0.17 -0.12 0.12
O 6.3406 4.4734 2.2421 -0.65 -0.34 -0.25 -0.32
S 6.0186 3.1070 2.5945 1.63 -0.25 0.31 0.66
O 6.3208 2.7431 3.9662 -0.35 -0.46 -0.08 -0.34
C 4.4063 2.5658 2.1550 -0.71 0.28 -1.50 -0.22
C 4.4735 1.0607 1.7382 1.80 1.94 -1.23 -0.17
C 5.9624 0.7065 1.3354 -0.39 1.58 -0.54 -0.15
C 6.8629 1.9865 1.4477 -0.04 -1.58 1.35 -0.20
H 4.2521 3.1421 1.2136 -0.27 -0.20 0.71 0.09
H 3.6967 2.8917 2.9355 0.29 -0.48 -0.51 0.09
H 4.3534 0.4421 2.5331 -1.16 -1.57 2.45 0.03
H 3.8007 0.7558 0.9499 -0.41 0.47 0.00 0.08
H 5.9843 0.1543 0.3753 0.32 0.61 0.44 0.10
H 6.2819 0.0571 2.1044 0.63 -0.96 0.58 0.09
H 7.0005 2.5592 0.5857 -0.05 0.71 -1.63 0.06
H 7.8655 1.7398 1.8480 -0.58 0.25 0.00 0.11
O -3.8460 0.1124 2.3244 0.33 0.29 -1.56 -0.30
S -3.9068 -0.0682 3.7292 -0.30 -0.51 1.91 0.63
O -5.0157 -0.7778 4.3145 -0.51 -0.66 -0.50 -0.31
C -2.4481 -0.7123 4.5142 -1.71 -2.25 0.65 -0.24
C -2.8089 -0.5228 5.9730 -2.17 0.30 0.18 -0.19
C -3.6514 0.8367 6.1167 2.95 0.35 -1.32 -0.16
C -3.9208 1.4201 4.6809 0.36 -1.01 1.15 -0.20
H -1.6436 -0.1811 4.1503 1.95 1.16 -0.61 0.04
H -2.3159 -1.8016 4.3675 -0.09 0.70 -0.63 0.13
H -3.4808 -1.3902 6.2719 1.04 1.10 -0.19 0.13
H -1.9332 -0.4652 6.5769 0.58 -0.12 0.55 0.09
H -3.0410 1.5278 6.6998 0.21 0.23 -0.37 0.10
H -4.4759 0.7256 6.7211 -2.26 -0.61 0.77 0.07
H -3.1316 2.0886 4.3673 -0.08 0.39 -0.15 0.10
H -4.9362 1.7474 4.5369 -0.21 0.70 0.03 0.10
O 0.1130 1.9862 5.4787 -0.74 0.91 0.38 -0.32
S 1.3737 1.6105 4.9253 0.89 -2.35 -2.37 0.67
O 1.8027 2.0272 3.5878 -1.02 0.08 0.61 -0.33
C 2.8123 1.9038 5.8953 -1.86 -0.69 0.89 -0.24
C 3.7772 0.8226 5.5604 0.48 -1.45 0.86 -0.18
C 2.9929 -0.4248 4.9883 1.23 -0.91 -0.45 -0.20
C 1.5039 -0.2083 4.9633 -0.57 0.65 -0.35 -0.22
H 2.4302 1.7789 6.9167 0.44 0.77 0.00 0.12
H 3.0285 2.8669 5.5425 0.84 1.63 0.36 0.09
H 4.6623 1.1574 5.0418 -0.14 0.11 -0.86 0.09
H 4.2042 0.5189 6.5280 -0.09 -0.09 -0.25 0.12
H 3.1872 -1.2630 5.6587 0.12 -0.06 -0.05 0.11
H 3.3049 -0.8029 3.9846 0.05 0.83 0.96 0.07
H 0.9965 -0.5062 5.8973 0.07 -0.04 -0.51 0.11
H 1.0571 -0.6726 4.0424 0.03 0.60 1.00 0.11
O -1.5918 5.4283 -5.1573 -0.68 0.78 -0.56 -0.32
S -2.0832 4.8506 -3.9411 0.34 0.41 1.55 0.70
O -3.4801 4.5841 -3.6544 0.84 -0.25 -0.76 -0.32
C -0.9506 3.4840 -3.7554 0.62 -2.45 1.51 -0.24
C 0.1016 3.9293 -2.7213 -0.04 0.42 0.10 -0.23
C -0.5912 4.8307 -1.6914 -1.37 -0.96 0.46 -0.21
C -1.5117 5.8090 -2.4793 2.09 0.26 0.14 -0.20
H -0.3612 3.2521 -4.6540 -1.00 0.27 -0.19 0.11
H -1.3993 2.5156 -3.3547 0.07 1.45 -0.57 0.10
H 0.6004 3.0585 -2.2641 -0.28 0.33 -0.14 0.09
H 0.8590 4.5217 -3.2601 -0.09 -0.12 0.27 0.12
H 0.1298 5.2587 -1.0025 0.04 0.61 -0.20 0.11
H -1.2634 4.2415 -1.0126 0.52 0.07 -0.65 0.12
H -0.8577 6.6269 -2.8253 -0.38 -0.26 -0.35 0.10
H -2.2736 6.2746 -1.8605 -0.46 -0.44 -0.34 0.10
O 1.1827 -0.6963 -4.8087 0.97 0.47 -0.61 -0.32
S 0.0088 -0.4132 -4.0396 -0.97 -3.37 -0.48 0.66
O 0.1274 0.3117 -2.8202 -0.02 1.27 1.04 -0.32
C -1.2766 0.2115 -5.1003 -1.36 0.39 -0.31 -0.22
C -2.1501 -1.0068 -5.5114 1.53 -0.34 0.49 -0.18
C -2.2437 -1.7960 -4.2329 -0.20 -2.56 0.77 -0.25
C -0.8084 -2.0857 -3.7330 -0.77 2.04 1.61 -0.16
H -0.8801 0.7848 -5.9328 0.33 -0.08 0.00 0.11
H -1.9178 0.8731 -4.5057 0.21 -0.12 0.01 0.08
H -3.1354 -0.7505 -5.8371 -0.39 0.45 -0.49 0.11
H -1.6137 -1.6153 -6.2510 -0.28 0.26 -0.16 0.12
H -2.7755 -2.7772 -4.2684 0.46 0.44 -0.75 0.12
H -2.8919 -1.3196 -3.5438 -0.19 1.17 1.06 0.09
H -0.3886 -2.7535 -4.4514 0.76 -0.56 -0.14 0.08
H -0.6730 -2.3892 -2.6197 -0.17 0.52 -2.01 0.11
O 0.2230 -2.2832 -0.1714 -0.74 1.03 0.09 -0.35
S -0.4622 -1.2422 0.6182 0.31 -1.03 -1.60 0.66
O -0.8852 -1.6735 1.9134 -0.73 -0.49 1.36 -0.32
C 0.4978 0.1918 0.8652 0.58 -1.21 0.36 -0.24
C -0.5995 1.1439 1.2486 -0.14 1.69 1.09 -0.20
C -1.7307 1.0645 0.1817 0.38 0.34 -0.15 -0.19
C -1.8327 -0.3769 -0.2679 0.94 -1.97 -0.85 -0.19
H 1.0486 0.4212 -0.0398 -0.14 0.23 -0.13 0.07
H 1.2178 -0.1554 1.6418 -0.43 0.74 -0.27 0.11
H -0.9388 0.9702 2.2913 -0.01 -0.19 -0.72 0.10
H -0.1532 2.1388 1.2882 -0.22 0.15 -0.10 0.12
H -1.3635 1.6486 -0.6807 -0.22 -0.19 0.21 0.10
H -2.7164 1.4618 0.4394 0.43 -0.01 0.51 0.09
H -1.4027 -0.4414 -1.2938 -0.89 -0.18 0.43 0.06
H -2.7640 -0.9963 -0.1347 0.87 0.98 -0.07 0.13
C -5.8088 2.7751 0.5088 1.30 -0.70 -0.68 -0.06
C -5.6498 1.7294 -0.5719 -1.66 1.01 -0.76 -0.16
O -6.0134 2.4018 -1.8650 0.36 -0.49 1.78 0.00
C -5.3665 1.8988 -2.9106 -1.08 0.59 -0.19 -0.61
C -5.6957 2.6406 -4.1191 1.50 0.87 -1.66 0.01
O -4.7205 0.9091 -2.8593 1.91 -2.10 0.07 0.10
H -6.7051 3.3506 0.4132 -0.56 0.19 0.12 0.08
H -4.9271 3.4057 0.4495 -0.08 0.49 0.13 0.08
H -5.7281 2.2092 1.4161 -0.27 0.04 0.86 0.06
H -4.6313 1.4229 -0.6724 0.41 -0.52 0.10 0.08
H -6.3378 0.8823 -0.3828 0.50 0.31 -0.49 0.14
H -5.4027 3.6795 -4.0090 0.08 0.00 -0.06 0.06
H -6.7265 2.6431 -4.1601 -2.43 0.04 -0.33 0.07
H -5.3047 2.2483 -5.0853 -0.02 0.04 1.03 0.11
C -2.3952 -5.4025 0.0269 0.63 -0.41 0.40 -0.07
C -2.7895 -5.0015 -1.4024 0.93 -0.28 0.92 -0.22
O -3.4094 -6.1507 -1.9647 -0.43 -0.91 0.45 -0.02
C -3.8719 -6.1600 -3.2058 0.64 0.90 -1.58 -0.53
C -4.3814 -7.5158 -3.6334 -1.66 0.07 1.25 0.02
O -3.7852 -5.2028 -3.9567 -0.22 -0.56 0.68 0.08
H -3.2799 -5.6651 0.6496 0.59 0.37 -0.40 0.08
H -1.7885 -4.5807 0.5077 -0.77 -0.77 -0.44 0.08
H -1.7400 -6.3271 -0.0117 -0.69 1.03 0.00 0.09
H -3.4877 -4.1652 -1.3866 0.21 0.13 -0.35 0.13
H -1.8371 -4.8131 -1.9277 -0.67 0.38 -0.21 0.12
H -4.7803 -8.0488 -2.7425 0.56 0.14 -0.55 0.10
H -3.6245 -8.0952 -4.1195 0.59 -0.25 -0.14 0.08
H -5.2357 -7.4262 -4.3134 0.37 0.29 -0.03 0.09
```
Forces are in eV/Å.

SMILES string: O=S1(=O)CCCC1.O=S1(=O)CCCC1.O=S1(=O)CCCC1.O=S1(=O)CCCC1.O=S1(=O)CCCC1.O=S1(=O)CCCC1.O=S1(=O)CCCC1.O=S1(=O)CCCC1.CCOC(C)=O.CCOC(C)=O
HOMO level (eV): -9.935

C14H10CoN6O7S2 as an isolated structure, computed with the ωB97M-V functional and the def2-TZVPD basis.

The geometry in XYZ format:
```
40
Properties=species:S:1:pos:R:3:forces:R:3:lowdin_spin:R:1
Co -0.8653 -0.6617 0.0652 -0.27 -0.65 -0.86 0.96
C -3.7540 1.4401 -3.7717 -0.05 -0.08 0.24 0.00
S -4.4803 1.1937 -2.1316 -0.15 -0.01 -0.11 0.00
C -3.2634 0.2651 -1.3233 1.15 -0.33 0.00 0.00
S -1.6051 0.1916 -1.8858 -0.31 0.45 -0.15 0.00
N -3.6517 -0.3797 -0.2587 -1.25 0.44 0.05 0.00
N -2.6565 -1.0111 0.3779 -0.06 -0.80 0.29 -0.01
C -2.9379 -1.9339 1.2384 -0.46 0.73 -0.47 0.01
C -1.8019 -2.6676 1.7313 0.78 -0.59 0.24 0.00
C -1.8613 -3.7382 2.6196 -0.36 0.30 -0.25 0.00
C -0.7006 -4.4204 2.9252 0.35 0.02 -0.08 0.00
C 0.4965 -4.0188 2.3430 -0.23 -0.22 0.19 0.00
C 0.4896 -2.9383 1.4797 0.12 0.09 -0.08 0.00
N -0.6263 -2.2799 1.1814 -0.05 0.08 0.73 0.01
H -4.3477 2.2144 -4.2514 -0.03 0.00 0.00 0.00
H -3.8209 0.5136 -4.3358 0.05 0.04 -0.07 0.00
H -2.7202 1.7594 -3.6835 -0.01 0.06 -0.03 0.00
H -3.9686 -2.1580 1.4812 0.00 -0.05 0.06 0.00
H -2.8169 -4.0254 3.0373 0.02 -0.02 0.03 0.00
H -0.7234 -5.2634 3.6024 -0.01 0.01 0.02 0.00
H 1.4197 -4.5361 2.5595 0.02 0.03 -0.04 0.00
H 1.3971 -2.5861 1.0034 -0.03 0.09 -0.02 0.00
O 4.9187 4.3001 -0.9173 -0.15 0.01 0.04 0.00
N 3.7742 4.3661 -0.5090 0.12 0.18 0.01 0.00
O 3.1999 5.3951 -0.2065 0.06 -0.10 -0.03 0.00
C 3.0366 3.1168 -0.3711 -0.10 -0.23 0.01 0.00
C 1.7603 3.1341 0.1362 -0.20 0.04 0.09 0.00
C 1.0508 1.9497 0.2685 1.16 -0.08 -0.67 0.00
C 1.5985 0.6829 -0.1601 -0.21 0.04 0.12 0.00
O 0.9430 -0.3897 -0.1814 0.95 -0.35 -0.32 0.00
C 2.9671 0.7365 -0.6093 -0.18 0.45 0.18 0.00
C 3.6466 1.9222 -0.7334 0.03 -0.08 0.04 0.00
N 3.7138 -0.4740 -0.9518 0.38 -0.23 -0.08 0.00
O 3.3216 -1.5545 -0.5575 -0.17 0.17 0.07 0.00
O 4.7434 -0.3196 -1.5874 -0.21 -0.02 -0.01 0.00
N -0.2448 2.0467 0.8315 -0.93 -0.19 0.49 0.00
O -0.8565 1.0195 1.1703 0.07 0.20 0.44 0.02
O -0.7369 3.1262 1.0294 0.12 0.53 -0.02 0.01
H 1.3019 4.0611 0.4477 0.04 0.02 -0.04 0.00
H 4.6610 1.9212 -1.1024 0.00 0.00 -0.01 0.00
```
Forces are in eV/Å.

HOMO level (spin up / spin down) (eV): -8.503 / -8.459
Multiplicity: 2

The calculation returns the following maximum force values, one per record and in order: 4.38; 3.45; 3.92; 3.54; 1.34 eV/A.